(1)
Entry from the OMol25 dataset: a molecular structure, C15H23N2O6SSeV (the ωB97M-V functional and the def2-TZVPD basis).

Summary:
**ΔE to the lowest compared entry with this formula, charge and spin**: 15.2 kcal/mol
**Gap between HOMO and LUMO (spin up / spin down)**: 5.230 / 5.696 eV
**<S²>**: 3.77
**Total energy**: -4890.055990 Ha
**Multiplicity**: 4
**Net charge**: -1

Geometry (Å):
Se: 3.885 -1.639 0.344
V: 1.724 -0.817 -0.127
S: -0.976 -1.592 -1.610
O: 1.793 1.093 -1.193
O: -0.240 -1.836 -0.345
O: 2.386 2.787 1.384
O: -0.334 -2.166 -2.766
O: 0.631 0.587 1.166
O: -1.370 -0.192 -1.735
N: 3.705 1.379 2.585
N: 0.969 3.171 -1.319
C: -4.831 -3.975 -0.984
C: 1.813 3.429 -2.475
C: -6.097 -4.766 -0.789
C: 2.530 1.785 2.088
C: -4.739 -2.652 -0.563
C: -2.565 -3.821 -1.816
C: 3.869 0.210 3.444
C: -2.490 -2.504 -1.387
C: 1.017 1.943 -0.767
C: 4.931 1.883 1.990
C: 0.063 1.615 0.368
C: 0.075 4.241 -0.940
C: -3.728 -4.547 -1.613
C: 1.272 0.968 2.384
C: -3.578 -1.919 -0.762
H: 5.466 1.038 1.551
H: -3.514 -0.886 -0.445
H: -0.839 1.191 -0.080
H: 3.889 -0.701 2.832
H: -3.781 -5.577 -1.949
H: -0.152 2.480 0.987
H: -5.886 -5.758 -0.387
H: -1.709 -4.261 -2.312
H: 2.642 2.729 -2.473
H: 4.806 0.331 3.985
H: -6.776 -4.260 -0.102
H: 0.619 5.184 -0.996
H: 4.681 2.592 1.207
H: 1.456 0.027 2.889
H: -6.624 -4.903 -1.736
H: -0.790 4.297 -1.608
H: 3.073 0.158 4.186
H: 5.555 2.373 2.743
H: -0.272 4.126 0.080
H: 0.580 1.584 2.966
H: 1.256 3.311 -3.409
H: -5.590 -2.190 -0.074
H: 2.194 4.449 -2.414



(2)
Entry from the OMol25 dataset: a molecular structure, C37H43IrN3O4PS5 at a distorted geometry (the ωB97M-V functional and the def2-TZVPD basis).

Summary:
**ΔE to the lowest compared entry with this formula, charge and spin**: 132.0 kcal/mol
**Gap between HOMO and LUMO (spin up / spin down)**: 5.482 / 5.466 eV
**Total energy**: -4337.440715 Ha
**Multiplicity**: 1

Geometry (Å):
Ir: 0.786 -0.548 -0.258
S: 0.926 -0.265 -2.762
S: 3.488 -4.664 -2.427
S: 1.556 2.470 -3.921
S: 3.470 -3.376 1.626
S: -0.418 -5.253 0.206
P: -1.330 -1.528 1.993
O: 1.900 0.261 1.637
O: -1.076 -0.028 1.606
O: 2.998 -0.090 3.536
O: 0.538 -2.765 -0.469
N: 0.106 1.611 -0.451
N: 4.864 1.580 3.132
N: 0.475 2.148 -1.615
C: 6.370 2.198 -4.080
C: 6.438 0.925 -3.539
C: -0.660 3.288 4.065
C: -0.503 3.951 -0.075
C: 3.035 -4.717 -4.088
C: -0.336 2.540 0.431
C: 3.783 1.694 2.155
C: -2.145 -2.205 0.510
C: 1.980 -3.916 -2.013
C: -0.566 2.320 1.806
C: 0.905 1.473 -2.614
C: -2.814 -1.119 -0.328
C: 1.267 -4.927 0.049
C: 4.283 1.248 -2.542
C: -0.610 3.431 2.706
C: 2.827 -2.954 0.078
C: 0.123 -3.620 3.233
C: 1.808 -4.185 -4.297
C: 2.031 -5.975 0.457
C: 0.241 -2.275 2.540
C: 4.514 -1.392 0.388
C: 4.624 -2.102 1.538
C: -3.736 -0.820 3.318
C: -0.655 2.025 4.651
C: 1.197 -3.735 -3.105
C: 5.245 2.980 -3.885
C: 4.183 2.509 -3.122
C: 5.391 0.454 -2.763
C: -0.731 0.921 3.808
C: 1.255 -7.061 0.925
C: 2.926 3.292 -2.971
C: 2.808 0.545 2.386
C: -0.751 1.061 2.443
C: -0.077 -6.816 0.854
C: 1.623 -3.600 -0.573
C: -2.539 -1.761 3.371
C: 3.478 -1.872 -0.445
H: -0.531 -4.281 2.670
H: 5.190 3.960 -4.337
H: -3.413 0.219 3.374
H: 5.439 -0.539 -2.340
H: 5.612 0.987 2.790
H: 1.682 -7.981 1.288
H: 3.013 4.296 -3.378
H: 3.105 -5.976 0.415
H: -0.807 -0.069 4.228
H: 0.357 4.568 0.185
H: -0.572 4.430 2.309
H: 3.724 -5.137 -4.794
H: -3.527 -0.532 0.250
H: 0.226 -3.279 -3.040
H: 1.106 -4.084 3.272
H: -1.393 4.401 0.358
H: -2.872 -2.795 3.270
H: 3.790 0.332 3.952
H: 5.318 -1.981 2.346
H: -4.399 -1.021 4.159
H: -0.689 4.169 4.688
H: 4.101 1.705 1.105
H: 3.461 0.883 -1.941
H: -0.886 -7.460 1.130
H: 2.575 3.330 -1.942
H: -3.335 -1.582 -1.163
H: 3.265 -1.503 -1.435
H: 1.345 -4.109 -5.264
H: 3.217 2.613 2.348
H: 7.194 2.579 -4.666
H: -0.586 3.937 -1.158
H: -2.038 -1.684 4.338
H: -1.382 -2.704 -0.094
H: -4.300 -0.961 2.398
H: 0.746 -1.536 3.166
H: -0.252 -3.526 4.248
H: -2.866 -2.948 0.854
H: -2.055 -0.446 -0.731
H: 5.152 -0.566 0.123
H: -0.620 1.902 5.720
H: 7.302 0.300 -3.722
H: 0.810 -2.371 1.612
H: 5.261 2.487 3.344



> Look up the ΔE to the lowest compared entry with this formula, charge and spin of the first one.

15.2 kcal/mol



> Which value of ΔE to the lowest compared entry with this formula, charge and spin does entry 1 give?

15.2 kcal/mol



> The lowest multiplicity belongs to which entry?

C37H43IrN3O4PS5



> Look up the total energy of the first one.

-4890.055990 Ha